# 1
Computed, not measured: C22H36GeN5O7SeTi as an isolated structure, with wB97M-V/def2-TZVPD.

Output
LUMO level (spin up / spin down)   0.1 / 0.3 eV
Expectation value of S²   0.75
Multiplicity   2
HOMO energy (spin up / spin down)   -8.074 / -8.153 eV
ΔE to the lowest compared entry with this formula, charge and spin   10.2 kJ/mol

Atoms and positions in Å:
Ti (-0.30, 0.21, 0.12)
C (-1.00, 4.03, 2.25)
C (-0.95, 2.51, 2.35)
C (-2.24, 1.96, 2.95)
C (0.23, 2.11, 3.22)
O (-0.77, 1.98, 1.02)
Ge (-2.21, 2.28, -0.29)
O (-2.38, 0.39, -0.12)
C (-3.54, -0.32, -0.61)
C (-4.79, 0.47, -0.23)
C (-3.44, -0.46, -2.12)
C (-3.61, -1.69, 0.06)
O (-0.92, 1.75, -1.55)
C (-0.36, 2.69, -2.49)
C (0.68, 3.57, -1.80)
C (0.25, 1.90, -3.64)
C (-1.48, 3.57, -3.05)
H (-1.11, 4.48, 3.24)
H (-1.84, 4.36, 1.64)
H (-0.08, 4.41, 1.80)
H (-2.35, 2.28, 3.98)
H (-2.23, 0.87, 2.92)
H (-3.11, 2.31, 2.39)
H (0.17, 2.62, 4.18)
H (1.17, 2.39, 2.74)
H (0.24, 1.03, 3.40)
H (-4.85, 1.43, -0.75)
H (-4.82, 0.65, 0.85)
H (-5.68, -0.10, -0.50)
H (-3.35, 0.52, -2.59)
H (-4.33, -0.96, -2.52)
H (-2.56, -1.05, -2.39)
H (-3.63, -1.60, 1.14)
H (-2.75, -2.30, -0.21)
H (-4.51, -2.20, -0.27)
H (1.49, 2.97, -1.40)
H (0.22, 4.13, -0.98)
H (1.10, 4.29, -2.51)
H (1.09, 1.30, -3.31)
H (0.61, 2.58, -4.41)
H (-0.51, 1.25, -4.08)
H (-1.91, 4.22, -2.29)
H (-2.28, 2.94, -3.46)
H (-1.10, 4.20, -3.85)
C (3.52, 1.09, 1.30)
C (2.68, 0.00, 1.86)
N (1.42, -0.28, 1.59)
C (1.07, -1.33, 2.39)
C (2.13, -1.72, 3.15)
N (3.14, -0.86, 2.81)
C (2.35, -2.77, 4.17)
O (1.32, -3.55, 4.44)
O (3.43, -2.87, 4.71)
C (-0.32, -1.80, 2.31)
O (-0.70, -2.77, 2.97)
O (-1.03, -1.10, 1.51)
H (2.89, 1.89, 0.92)
H (4.13, 0.72, 0.47)
H (4.19, 1.48, 2.07)
H (4.06, -0.89, 3.22)
H (0.52, -3.30, 3.90)
Se (3.81, -0.31, -2.56)
C (2.43, 0.20, -1.57)
N (1.52, 0.53, -0.92)
N (0.14, -2.96, -2.86)
C (-0.14, -3.81, -1.82)
C (-0.36, -3.01, -0.74)
N (-0.20, -1.69, -1.12)
C (0.10, -1.70, -2.40)
H (0.39, -3.22, -3.80)
H (-0.16, -4.88, -1.93)
H (-0.61, -3.29, 0.26)
H (0.31, -0.83, -3.00)

***

# 2
Computed, not measured: C22H36KO18 as an isolated structure in a non-equilibrium geometry, with wB97M-V/def2-TZVPD.

Output
Total charge   +1
LUMO level   -1.7 eV
HOMO energy   -12.041 eV
ΔE to the lowest compared entry with this formula, charge and spin   0.0 kJ/mol

Atoms and positions in Å:
K (0.45, 0.34, -1.70)
C (-4.25, 1.44, 1.84)
C (-4.07, 2.56, 0.91)
C (-3.19, 3.78, 1.43)
O (-2.00, 3.64, 0.72)
C (-2.15, 2.76, -0.18)
O (-1.29, 2.46, -0.99)
O (-3.31, 2.17, -0.19)
H (-3.25, 0.99, 1.95)
H (-4.89, 0.65, 1.38)
H (-4.69, 1.60, 2.81)
H (-4.99, 2.88, 0.45)
H (-3.04, 3.74, 2.55)
H (-3.56, 4.74, 1.21)
C (-4.74, -3.41, -1.19)
C (-4.69, -2.06, -0.48)
C (-4.35, -2.23, 1.03)
O (-3.10, -1.60, 1.25)
C (-2.71, -1.18, -0.04)
O (-1.61, -0.64, -0.22)
O (-3.59, -1.36, -1.00)
H (-3.83, -3.96, -1.01)
H (-4.91, -3.25, -2.26)
H (-5.55, -3.99, -0.75)
H (-5.62, -1.48, -0.57)
H (-4.40, -3.31, 1.25)
H (-5.09, -1.75, 1.68)
C (5.89, -3.41, -1.40)
C (4.51, -3.08, -0.93)
C (4.48, -2.32, 0.41)
O (4.03, -1.05, -0.02)
C (3.78, -1.02, -1.33)
O (3.39, -0.07, -1.96)
O (4.00, -2.22, -1.90)
H (5.99, -3.65, -2.51)
H (6.35, -4.18, -0.81)
H (6.48, -2.51, -1.36)
H (3.92, -4.04, -0.81)
H (5.44, -2.33, 0.94)
H (3.80, -2.72, 1.09)
C (-0.79, -1.91, 3.64)
C (0.55, -1.70, 2.96)
C (1.25, -3.00, 2.77)
O (1.25, -3.22, 1.40)
C (0.85, -2.17, 0.78)
O (1.00, -1.99, -0.41)
O (0.40, -1.29, 1.66)
H (-1.39, -2.59, 3.04)
H (-1.44, -0.98, 3.70)
H (-0.56, -2.30, 4.59)
H (1.08, -1.00, 3.65)
H (0.85, -3.82, 3.29)
H (2.30, -2.90, 3.03)
C (-0.08, 1.63, 2.44)
O (1.28, 1.62, 2.84)
C (2.15, 1.67, 1.84)
O (1.86, 1.67, 0.45)
O (3.45, 1.76, 2.28)
C (4.43, 1.91, 1.26)
H (-0.73, 1.18, 3.21)
H (-0.17, 1.02, 1.58)
H (-0.33, 2.65, 2.26)
H (5.39, 1.81, 1.66)
H (4.38, 2.96, 1.01)
H (4.31, 1.25, 0.35)
C (2.20, 1.84, -5.62)
O (1.20, 2.84, -5.65)
C (0.44, 3.12, -4.56)
O (0.45, 2.27, -3.38)
O (-0.39, 4.14, -4.68)
C (-1.35, 4.36, -3.66)
H (1.79, 0.82, -5.42)
H (2.94, 2.11, -4.84)
H (2.72, 1.83, -6.60)
H (-2.11, 5.09, -4.06)
H (-0.89, 4.85, -2.84)
H (-1.96, 3.59, -3.29)

***

# 3
Computed, not measured: a 6-piece molecular cluster, C22H36N4O14 overall in a non-equilibrium geometry, with wB97M-V/def2-TZVPD.

Output
LUMO level   -1.5 eV
SMILES string   O=C1C=C(O)C(=O)C=C1O.O=C1C=C(O)C(=O)C=C1O.C[N+](=O)[O-].C[N+](=O)[O-].COC[C@H](C)N.COC[C@H](C)N
HOMO energy   -9.240 eV

Atoms and positions in Å:
O (-3.05, -1.72, 6.35)
C (-2.85, -1.05, 5.37)
C (-1.54, -0.92, 4.74)
C (-1.36, -0.06, 3.73)
O (-0.15, 0.21, 3.26)
C (-2.50, 0.62, 3.00)
O (-2.28, 1.32, 2.04)
C (-3.82, 0.47, 3.61)
C (-3.97, -0.30, 4.69)
O (-5.15, -0.46, 5.29)
H (-0.65, -1.30, 5.23)
H (-0.16, 0.99, 2.66)
H (-4.62, 1.06, 3.18)
H (-5.09, -1.16, 5.96)
O (5.44, -0.65, 0.78)
C (6.45, -1.24, 0.51)
C (7.55, -1.43, 1.46)
C (8.69, -2.02, 1.11)
O (9.72, -2.21, 1.93)
C (8.89, -2.56, -0.29)
O (9.92, -3.15, -0.53)
C (7.78, -2.44, -1.22)
C (6.63, -1.88, -0.84)
O (5.58, -1.72, -1.66)
H (7.40, -1.02, 2.45)
H (10.36, -2.74, 1.41)
H (7.94, -2.77, -2.24)
H (4.89, -1.31, -1.12)
C (0.36, 6.27, -2.18)
N (0.34, 5.49, -0.92)
O (1.27, 4.74, -0.70)
O (-0.66, 5.61, -0.25)
H (-0.16, 5.69, -2.94)
H (1.38, 6.43, -2.53)
H (-0.17, 7.20, -2.06)
C (-3.51, -5.02, -0.27)
N (-3.31, -5.68, -1.57)
O (-2.42, -5.26, -2.29)
O (-4.04, -6.60, -1.84)
H (-4.48, -5.25, 0.16)
H (-3.35, -3.95, -0.36)
H (-2.76, -5.30, 0.46)
C (-1.08, -1.71, -1.41)
O (0.06, -0.91, -1.18)
C (-0.14, 0.03, -0.14)
C (1.04, 0.96, -0.15)
C (2.44, 0.36, -0.11)
N (0.88, 1.92, 0.98)
H (-1.94, -1.13, -1.78)
H (-1.32, -2.31, -0.52)
H (-0.84, -2.38, -2.24)
H (-1.03, 0.65, -0.28)
H (-0.26, -0.49, 0.82)
H (1.01, 1.61, -1.04)
H (2.57, -0.25, -1.00)
H (2.47, -0.26, 0.80)
H (3.22, 1.09, 0.10)
H (1.77, 2.29, 1.28)
H (0.28, 2.70, 0.75)
C (-4.90, -0.52, -2.58)
O (-4.38, 0.48, -3.40)
C (-4.17, 1.72, -2.74)
C (-2.83, 1.77, -2.04)
C (-2.53, 3.14, -1.42)
N (-1.69, 1.41, -2.89)
H (-4.25, -0.78, -1.73)
H (-4.94, -1.45, -3.15)
H (-5.90, -0.28, -2.20)
H (-4.21, 2.47, -3.54)
H (-4.95, 1.89, -1.99)
H (-2.80, 1.10, -1.17)
H (-3.35, 3.41, -0.76)
H (-2.32, 3.87, -2.20)
H (-1.60, 3.06, -0.85)
H (-1.92, 0.62, -3.48)
H (-0.94, 1.02, -2.32)

***

# 4
Computed, not measured: C22H36N4OS in the gas phase in a non-equilibrium geometry, with wB97M-V/def2-TZVPD.

Output
LUMO level   0.6 eV
SMILES string   CCCCn1c(CNC(=O)[C@]23C[C@H]4C[C@H](C[C@H](C4)C2)C3)nnc1S[C@@H](C)CC
HOMO energy   -8.209 eV
ΔE to the lowest compared entry with this formula, charge and spin   16.5 kJ/mol

Atoms and positions in Å:
C (4.78, 1.91, -0.68)
C (3.60, 2.80, -1.06)
C (2.55, 2.07, -1.89)
C (1.84, 0.98, -1.09)
N (0.75, 0.42, -1.83)
C (-0.57, 0.79, -1.86)
C (-1.18, 1.85, -1.01)
N (-1.69, 1.29, 0.23)
C (-0.97, 1.31, 1.38)
O (0.11, 1.88, 1.45)
C (-1.61, 0.59, 2.56)
C (-0.72, 0.76, 3.79)
C (-1.33, 0.04, 4.99)
C (-2.71, 0.63, 5.28)
C (-3.61, 0.44, 4.06)
C (-3.74, -1.04, 3.74)
C (-2.36, -1.63, 3.45)
C (-1.46, -1.45, 4.67)
C (-1.74, -0.91, 2.25)
C (-3.00, 1.17, 2.86)
N (-1.23, 0.05, -2.71)
N (-0.37, -0.82, -3.27)
C (0.81, -0.60, -2.75)
S (2.30, -1.40, -3.10)
C (1.81, -2.66, -4.34)
C (0.83, -3.65, -3.73)
C (1.28, -2.02, -5.61)
C (2.30, -1.12, -6.30)
H (5.56, 2.49, -0.20)
H (5.21, 1.44, -1.57)
H (4.47, 1.12, 0.00)
H (3.97, 3.64, -1.64)
H (3.14, 3.19, -0.15)
H (3.02, 1.62, -2.77)
H (1.80, 2.79, -2.23)
H (1.45, 1.38, -0.15)
H (2.53, 0.16, -0.86)
H (-2.01, 2.30, -1.55)
H (-0.44, 2.61, -0.75)
H (-2.51, 0.71, 0.16)
H (-0.60, 1.83, 4.01)
H (0.28, 0.37, 3.58)
H (-0.68, 0.18, 5.86)
H (-3.15, 0.12, 6.15)
H (-2.62, 1.69, 5.53)
H (-4.60, 0.86, 4.27)
H (-4.39, -1.18, 2.87)
H (-4.19, -1.57, 4.58)
H (-2.45, -2.70, 3.22)
H (-0.48, -1.88, 4.48)
H (-1.89, -1.97, 5.53)
H (-2.37, -1.07, 1.37)
H (-0.75, -1.33, 2.04)
H (-3.66, 1.07, 2.00)
H (-2.90, 2.24, 3.08)
H (2.77, -3.16, -4.54)
H (1.23, -4.06, -2.80)
H (0.64, -4.46, -4.42)
H (-0.11, -3.14, -3.51)
H (0.98, -2.82, -6.29)
H (0.38, -1.45, -5.36)
H (1.88, -0.70, -7.20)
H (2.60, -0.30, -5.64)
H (3.19, -1.69, -6.56)

***

# 5
Computed, not measured: a 4-piece molecular cluster, C22H37BO15 overall in a non-equilibrium geometry, with wB97M-V/def2-TZVPD.

Output
LUMO level   0.4 eV
SMILES string   CCOB(O)[C@@H]1OC(=O)O[C@@H]1CCCCOC.C[C@@H]1COC(=O)O1.C[C@@H]1COC(=O)O1.C[C@@H]1COC(=O)O1
HOMO energy   -9.790 eV
ΔE to the lowest compared entry with this formula, charge and spin   83.5 kJ/mol

Atoms and positions in Å:
C (-1.28, 3.16, -1.21)
C (-1.93, 1.93, -0.53)
O (-1.71, 0.73, -1.27)
B (-0.47, 0.18, -1.04)
O (0.43, 0.30, -2.04)
C (-0.22, -0.58, 0.33)
O (-1.36, -0.71, 1.19)
C (-0.89, -0.34, 2.43)
O (-1.51, 0.20, 3.22)
O (0.41, -0.69, 2.50)
C (0.94, -0.18, 1.23)
C (1.17, 1.33, 1.49)
C (2.48, 1.79, 0.81)
C (2.56, 3.32, 0.64)
C (3.13, 3.63, -0.74)
O (4.33, 2.87, -0.89)
C (4.56, 2.49, -2.23)
H (-2.06, 3.85, -1.51)
H (-0.65, 3.68, -0.50)
H (-0.71, 2.87, -2.08)
H (-1.60, 1.85, 0.50)
H (-2.99, 2.12, -0.50)
H (1.28, -0.11, -1.81)
H (0.07, -1.59, -0.02)
H (1.92, -0.56, 0.95)
H (1.31, 1.43, 2.56)
H (0.33, 1.96, 1.23)
H (2.53, 1.31, -0.16)
H (3.30, 1.44, 1.43)
H (3.25, 3.66, 1.40)
H (1.59, 3.78, 0.76)
H (2.41, 3.26, -1.47)
H (3.34, 4.69, -0.84)
H (5.62, 2.57, -2.46)
H (4.21, 1.47, -2.42)
H (4.05, 3.16, -2.92)
C (-0.87, 0.97, 6.63)
C (0.46, 1.59, 6.26)
C (0.86, 2.80, 7.08)
O (1.72, 3.51, 6.17)
C (1.31, 3.19, 4.91)
O (1.67, 3.74, 3.92)
O (0.43, 2.16, 4.94)
H (-1.37, 1.52, 7.43)
H (-1.54, 0.93, 5.77)
H (-0.73, -0.05, 6.99)
H (1.25, 0.83, 6.27)
H (1.40, 2.54, 7.99)
H (0.01, 3.44, 7.33)
C (-2.87, -2.49, -0.53)
C (-3.78, -3.71, -0.46)
C (-3.44, -4.70, 0.62)
O (-3.95, -5.93, 0.09)
C (-3.91, -5.82, -1.27)
O (-4.07, -6.72, -2.02)
O (-3.64, -4.54, -1.64)
H (-2.08, -2.54, 0.21)
H (-2.42, -2.39, -1.51)
H (-3.44, -1.58, -0.33)
H (-4.82, -3.41, -0.40)
H (-3.92, -4.47, 1.58)
H (-2.36, -4.81, 0.78)
C (1.36, -2.70, -6.82)
C (0.35, -3.10, -5.75)
C (-0.94, -2.33, -5.77)
O (-1.36, -2.41, -4.40)
C (-0.25, -2.54, -3.65)
O (-0.22, -2.44, -2.46)
O (0.83, -2.79, -4.42)
H (0.99, -1.88, -7.43)
H (2.31, -2.41, -6.38)
H (1.54, -3.54, -7.49)
H (0.17, -4.17, -5.78)
H (-1.69, -2.76, -6.43)
H (-0.81, -1.27, -6.02)

***

# 6
Computed, not measured: C22H37BrN5O14P2RbS2 as an isolated structure, with wB97M-V/def2-TZVPD.

Output
Total charge   -2
LUMO level   3.7 eV
HOMO energy   -2.232 eV

Atoms and positions in Å:
Rb (0.86, -0.64, -0.05)
Br (1.71, 2.24, -4.09)
C (0.71, 0.66, -4.49)
C (0.60, 0.28, -5.82)
C (-0.22, -0.81, -6.09)
C (-0.89, -1.42, -5.04)
C (-0.68, -0.97, -3.74)
N (0.14, 0.05, -3.47)
C (-1.43, -1.63, -2.58)
O (-2.68, -1.65, -2.72)
O (-0.74, -2.06, -1.63)
H (1.12, 0.82, -6.59)
H (-0.35, -1.15, -7.11)
H (-1.59, -2.23, -5.20)
C (-2.32, 2.69, -4.22)
C (-2.33, 2.60, -2.71)
O (-1.94, 1.60, -2.14)
N (-2.78, 3.71, -2.04)
C (-2.59, 3.83, -0.61)
C (-1.16, 4.07, -0.17)
C (-0.31, 4.90, -0.88)
C (0.99, 5.09, -0.41)
C (1.38, 4.45, 0.74)
C (0.45, 3.63, 1.39)
N (-0.79, 3.45, 0.96)
H (-2.48, 1.69, -4.61)
H (-1.32, 3.03, -4.53)
H (-3.07, 3.38, -4.62)
H (-2.84, 4.56, -2.59)
H (-2.95, 2.93, -0.13)
H (-3.22, 4.66, -0.27)
H (-0.64, 5.37, -1.79)
H (1.69, 5.71, -0.96)
H (2.39, 4.50, 1.12)
H (0.75, 3.09, 2.28)
C (-4.61, -2.87, 2.26)
O (-3.21, -2.70, 2.18)
C (-2.66, -1.68, 1.44)
O (-1.47, -1.52, 1.46)
N (-3.55, -0.87, 0.79)
N (-3.13, 0.13, -0.12)
H (-4.77, -3.66, 2.99)
H (-5.03, -3.19, 1.31)
H (-5.11, -1.96, 2.60)
H (-4.46, -1.22, 0.58)
H (-2.37, 0.65, 0.31)
H (-2.77, -0.31, -0.97)
O (4.93, -0.53, 2.61)
P (4.04, -0.80, 1.26)
O (4.85, -1.66, 0.35)
O (2.69, -1.31, 1.66)
O (3.95, 0.71, 0.72)
P (3.38, 1.49, -0.72)
O (4.51, -0.43, -2.01)
O (1.91, 1.76, -0.47)
O (3.21, 0.04, -1.63)
H (4.70, 0.34, 2.95)
H (4.74, -0.97, -1.21)
C (-0.07, -5.04, -0.68)
S (0.97, -4.22, 0.55)
C (2.35, -3.86, -0.53)
O (1.41, -5.30, 1.48)
H (0.50, -5.86, -1.12)
H (-0.38, -4.30, -1.41)
H (-0.93, -5.42, -0.14)
H (2.72, -4.81, -0.92)
H (3.11, -3.34, 0.05)
H (2.03, -3.22, -1.35)
C (2.23, -2.05, 4.69)
C (2.38, -0.63, 5.22)
S (1.66, 0.69, 4.19)
O (1.61, 1.88, 5.09)
C (0.00, 0.00, 4.08)
C (-0.95, 1.03, 3.50)
H (2.85, -2.72, 5.29)
H (2.55, -2.12, 3.65)
H (1.20, -2.40, 4.75)
H (3.43, -0.35, 5.30)
H (1.92, -0.49, 6.20)
H (-0.30, -0.32, 5.08)
H (0.07, -0.88, 3.43)
H (-0.94, 1.95, 4.09)
H (-1.97, 0.63, 3.51)
H (-0.70, 1.28, 2.47)